No. 1
A molecular structure, C27H28N4O5V. Source: OMol25; level of theory: the ωB97M-V functional and the def2-TZVPD basis.

Molar mass (g mol⁻¹): 539.488
Highest occupied orbital energy (spin up / spin down) (eV): -6.49 / -8.21
Total energy (Eh): -2585.04507
2S+1: 4
E_LUMO (spin up / spin down) (eV): 0.3 / 0.3

Structure (XYZ):
```
65
Properties=species:S:1:pos:R:3:lowdin_charge:R:1
V 0.172 -0.298 -0.285 0.845
C 0.769 1.998 2.364 -0.153
C -0.683 1.498 2.363 -0.110
C -0.777 0.035 2.673 -0.261
C -1.361 -0.404 3.853 -0.015
C -1.344 -1.752 4.170 -0.052
C -0.712 -2.623 3.298 -0.039
C -0.174 -2.119 2.128 -0.094
N -0.229 -0.820 1.791 0.038
N 1.619 1.383 1.345 -0.196
C 2.576 0.417 1.852 -0.132
C 3.059 -0.502 0.752 -0.249
C 4.302 -1.109 0.837 -0.020
C 4.733 -1.907 -0.210 -0.052
C 3.918 -2.045 -1.320 -0.027
C 2.685 -1.416 -1.329 -0.063
N 2.252 -0.671 -0.301 0.036
C 2.242 2.332 0.444 -0.129
C 1.275 2.881 -0.572 -0.243
C 1.677 3.890 -1.444 -0.013
C 0.756 4.413 -2.328 -0.052
C -0.550 3.939 -2.289 -0.045
C -0.849 2.930 -1.398 -0.117
N 0.045 2.383 -0.571 0.101
H 1.199 1.825 3.359 0.128
H 0.761 3.081 2.218 0.125
H -1.139 1.707 1.396 0.095
H -1.229 2.057 3.126 0.118
H -1.814 0.319 4.518 0.113
H -1.803 -2.109 5.082 0.110
H -0.643 -3.683 3.499 0.111
H 0.294 -2.768 1.399 0.117
H 2.102 -0.175 2.636 0.125
H 3.454 0.905 2.307 0.133
H 4.921 -0.941 1.708 0.114
H 5.696 -2.397 -0.165 0.109
H 4.214 -2.638 -2.173 0.113
H 2.010 -1.501 -2.171 0.107
H 3.061 1.839 -0.085 0.134
H 2.689 3.178 0.992 0.137
H 2.698 4.250 -1.420 0.118
H 1.041 5.189 -3.025 0.110
H -1.315 4.340 -2.938 0.107
H -1.855 2.544 -1.318 0.104
O 0.151 -1.491 -3.907 0.061
C -0.411 -0.894 -3.002 -0.604
O 0.116 0.039 -2.282 -0.147
C -1.887 -1.226 -2.679 -0.089
C -2.566 -0.051 -1.987 -0.250
C -4.081 -0.255 -1.886 -0.085
C -4.189 -1.264 -0.718 -0.093
C -2.716 -1.545 -0.446 -0.235
O -2.129 -0.224 -0.603 -0.130
C -2.100 -2.347 -1.613 -0.086
C -0.840 -3.069 -1.136 -0.589
O -0.787 -4.289 -1.154 0.056
O 0.070 -2.292 -0.662 -0.147
H -2.372 -1.497 -3.616 0.155
H -2.243 0.912 -2.355 0.129
H -4.483 -0.643 -2.821 0.119
H -4.594 0.679 -1.658 0.111
H -4.740 -2.168 -0.973 0.118
H -4.655 -0.808 0.156 0.113
H -2.484 -1.925 0.548 0.154
H -2.800 -3.101 -1.970 0.153
```



No. 2
2 unconnected molecules or ions with the total composition C4H7NO2. Source: OMol25; level of theory: the ωB97M-V functional and the def2-TZVPD basis.

Molar mass (g mol⁻¹): 101.105
Highest occupied orbital energy (eV): -8.89
Total energy (Eh): -361.76038
E_LUMO (eV): 0.9
Energy above the lowest of the compared OMol25 structures with the same formula, charge and spin (kJ/mol): 316.3

Structure (XYZ):
```
14
Properties=species:S:1:pos:R:3:lowdin_charge:R:1
O 2.255 -0.237 0.460 -0.016
C 0.977 0.226 0.550 -0.255
C 0.445 1.038 -0.367 -0.197
N -0.858 1.550 -0.186 0.023
C -1.420 -1.291 -0.440 0.002
C -0.149 -1.519 -0.668 -0.310
O 0.884 -1.954 -1.043 0.104
H 2.255 -0.956 -0.197 0.078
H 0.409 -0.056 1.441 0.136
H -0.665 2.368 0.377 0.085
H 1.023 1.346 -1.239 0.134
H -1.270 1.846 -1.068 0.089
H -2.068 -1.771 -1.159 0.068
H -1.820 -0.684 0.360 0.059
```